No. 1
The following is a DFT calculation (ωB97M-V/def2-TZVPD) of a molecular structure, C45H67BIN8O in a non-equilibrium geometry.

DFT total energy = -70488.986 eV
total charge = +1

Last column: Löwdin charge in e.
Geometry (Å):
C  4.547  -2.359  1.452  -0.12
C  4.594  -2.085  -0.109  -0.25
C  3.954  -0.688  -0.471  -0.21
C  4.569  -0.034  -1.764  -0.19
C  3.533  0.084  -2.959  -0.20
C  3.709  1.418  -3.777  -0.20
C  2.478  2.388  -3.653  -0.19
C  1.994  2.480  -2.162  -0.21
C  1.034  3.719  -1.899  -0.18
C  -0.449  3.214  -1.880  -0.16
C  -1.052  3.006  -0.450  -0.19
C  -0.779  1.581  0.144  -0.34
B  -1.246  0.300  -0.741  -0.42
C  -2.769  0.028  -1.169  0.00
O  -0.230  -0.602  -1.180  0.07
C  0.738  1.628  0.626  -0.07
N  0.710  1.539  2.144  0.09
C  -0.426  0.722  2.357  -0.40
N  -0.559  -0.315  3.127  0.18
C  -1.780  -1.140  3.287  -0.30
C  -2.397  -1.647  1.930  -0.03
C  -2.864  -0.475  4.231  -0.17
C  -3.887  -1.627  4.618  -0.21
C  -5.281  -1.260  3.951  -0.10
N  -1.430  1.248  1.479  -0.37
I  -2.359  2.802  2.486  1.16
H  5.437  -2.942  1.792  0.07
H  4.548  -1.417  2.046  0.05
H  3.666  -2.985  1.735  0.06
H  5.659  -2.154  -0.409  0.10
H  4.006  -2.908  -0.570  0.08
H  2.842  -0.736  -0.463  0.09
H  4.234  -0.019  0.386  0.09
H  4.960  0.972  -1.487  0.10
H  5.415  -0.661  -2.124  0.11
H  2.492  -0.108  -2.618  0.08
H  3.790  -0.753  -3.651  0.11
H  4.624  1.942  -3.420  0.11
H  3.880  1.156  -4.842  0.10
H  1.631  2.079  -4.315  0.12
H  2.784  3.409  -3.990  0.11
H  1.458  1.523  -1.944  0.07
H  2.875  2.511  -1.474  0.12
H  1.358  4.178  -0.937  0.09
H  1.233  4.439  -2.720  0.09
H  -1.065  4.009  -2.369  0.12
H  -0.512  2.328  -2.550  0.12
H  -0.559  3.743  0.228  0.10
H  -2.133  3.264  -0.497  0.09
H  -3.251  -0.756  -0.556  0.04
H  -3.371  0.970  -1.188  0.08
H  -2.742  -0.330  -2.231  0.08
H  0.028  -0.281  -2.057  0.09
H  1.271  0.693  0.338  0.11
H  1.305  2.571  0.476  0.12
H  1.522  1.077  2.556  0.14
H  0.258  -0.574  3.675  0.18
H  -1.458  -2.055  3.839  0.15
H  -3.115  -0.876  1.588  0.07
H  -1.574  -1.823  1.197  0.10
H  -2.929  -2.595  2.138  0.09
H  -2.319  -0.177  5.160  0.11
H  -3.358  0.394  3.756  0.03
H  -3.552  -2.618  4.235  0.10
H  -4.056  -1.668  5.714  0.11
H  -5.835  -2.167  3.634  0.07
H  -5.904  -0.646  4.635  0.08
H  -5.124  -0.651  3.028  0.06
N  -1.774  3.758  7.215  0.06
C  -0.907  4.620  7.757  -0.14
C  0.329  4.920  7.208  -0.06
C  0.694  4.289  6.029  -0.08
C  -0.188  3.390  5.448  -0.12
C  -1.402  3.164  6.077  -0.20
H  -1.235  5.086  8.680  0.11
H  0.989  5.628  7.690  0.11
H  1.652  4.496  5.569  0.11
H  0.061  2.879  4.528  0.04
H  -2.127  2.472  5.660  0.06
N  2.145  6.978  -2.377  0.05
C  1.539  7.914  -3.116  -0.15
C  1.159  9.155  -2.631  -0.07
C  1.417  9.446  -1.301  -0.08
C  2.042  8.492  -0.513  -0.07
C  2.384  7.283  -1.097  -0.16
H  1.356  7.640  -4.149  0.10
H  0.674  9.874  -3.277  0.10
H  1.135  10.405  -0.883  0.11
H  2.260  8.683  0.529  0.10
H  2.879  6.508  -0.521  0.10
N  4.529  -5.461  -0.986  0.05
C  5.715  -6.077  -1.035  -0.15
C  5.876  -7.450  -0.943  -0.07
C  4.743  -8.234  -0.789  -0.08
C  3.503  -7.619  -0.734  -0.07
C  3.451  -6.238  -0.839  -0.16
H  6.572  -5.423  -1.153  0.10
H  6.861  -7.894  -0.991  0.10
H  4.826  -9.311  -0.713  0.11
H  2.596  -8.197  -0.614  0.10
H  2.503  -5.712  -0.805  0.10
N  -5.438  -1.745  -1.482  0.05
C  -5.921  -1.764  -2.730  -0.14
C  -6.472  -2.887  -3.329  -0.05
C  -6.524  -4.061  -2.597  -0.09
C  -6.026  -4.070  -1.302  -0.09
C  -5.500  -2.894  -0.795  -0.16
H  -5.858  -0.822  -3.264  0.11
H  -6.852  -2.841  -4.341  0.11
H  -6.949  -4.959  -3.028  0.12
H  -6.053  -4.969  -0.700  0.12
H  -5.106  -2.851  0.216  0.10
N  -2.842  -5.802  -3.427  0.06
C  -1.540  -5.702  -3.716  -0.15
C  -0.793  -4.553  -3.516  -0.07
C  -1.430  -3.440  -2.990  -0.07
C  -2.780  -3.518  -2.684  -0.05
C  -3.438  -4.716  -2.919  -0.13
H  -1.087  -6.597  -4.128  0.10
H  0.260  -4.530  -3.766  0.10
H  -0.881  -2.523  -2.819  0.08
H  -3.307  -2.671  -2.273  0.06
H  -4.492  -4.832  -2.692  0.06

---

No. 2
The following is a DFT calculation (ωB97M-V/def2-TZVPD) of a molecular structure, C45H68IN3O3P2PdSbSi4 in a non-equilibrium geometry.

relative energy (zero: lowest compared OMol25 entry of this formula, charge and spin) = 24.70 kcal/mol
DFT total energy = -126570.609 eV
total charge = +3

Last column: Löwdin charge in e.
Geometry (Å):
Pd  -0.457  -0.162  -0.184  0.83
O  0.046  -0.321  2.032  -0.42
P  1.312  -0.302  2.855  0.78
C  2.372  1.125  2.413  -0.26
P  2.957  0.995  0.678  0.79
O  1.981  0.192  -0.144  -0.41
C  3.139  2.682  0.051  -0.28
C  2.289  3.713  0.447  -0.09
C  2.457  4.986  -0.077  -0.07
C  3.465  5.234  -0.998  -0.04
C  4.303  4.206  -1.408  -0.04
C  4.139  2.931  -0.891  -0.07
C  4.598  0.271  0.745  -0.31
C  4.844  -1.007  0.256  -0.08
C  6.132  -1.518  0.279  -0.05
C  7.172  -0.753  0.787  -0.04
C  6.927  0.520  1.290  -0.04
C  5.643  1.034  1.272  -0.08
C  0.860  -0.058  4.582  -0.28
C  0.951  -1.100  5.500  -0.06
C  0.556  -0.893  6.814  -0.05
C  0.064  0.343  7.208  -0.04
C  -0.045  1.378  6.287  -0.05
C  0.348  1.179  4.975  -0.09
C  2.315  -1.789  2.778  -0.30
C  1.778  -2.968  2.272  -0.08
C  2.495  -4.148  2.379  -0.08
C  3.753  -4.153  2.966  -0.04
C  4.302  -2.973  3.449  -0.04
C  3.576  -1.797  3.372  -0.08
H  3.227  1.193  3.087  0.09
H  1.769  2.026  2.523  0.05
H  1.498  3.527  1.165  0.08
H  1.809  5.792  0.239  0.10
H  3.602  6.235  -1.384  0.12
H  5.089  4.400  -2.125  0.12
H  4.798  2.130  -1.200  0.12
H  4.021  -1.596  -0.128  0.08
H  6.333  -2.508  -0.108  0.11
H  8.181  -1.144  0.785  0.12
H  7.745  1.110  1.682  0.12
H  5.451  2.032  1.650  0.12
H  1.338  -2.063  5.193  0.11
H  0.637  -1.697  7.533  0.12
H  -0.233  0.504  8.235  0.12
H  -0.431  2.341  6.594  0.12
H  0.260  1.986  4.257  0.09
H  0.798  -2.954  1.815  0.07
H  2.069  -5.078  2.029  0.10
H  4.303  -5.080  3.057  0.12
H  5.283  -2.979  3.904  0.12
H  3.988  -0.887  3.796  0.12
C  0.339  -0.940  -4.029  -0.02
C  0.429  0.446  -3.476  -0.30
C  0.975  1.492  -4.252  0.02
C  0.983  2.789  -3.759  -0.01
C  0.457  3.037  -2.508  0.02
C  -0.050  1.949  -1.757  -0.44
N  -0.052  0.678  -2.271  0.11
N  -0.570  2.033  -0.540  -0.03
Si  -1.591  3.294  0.127  0.45
C  -1.017  5.078  0.272  -0.15
C  -2.021  2.603  1.827  -0.17
C  -3.051  3.231  -1.086  -0.17
H  -0.261  -0.929  -4.940  0.10
H  -0.112  -1.612  -3.303  0.06
H  1.330  -1.304  -4.303  0.10
H  1.359  1.271  -5.239  0.13
H  1.391  3.593  -4.356  0.13
H  0.452  4.028  -2.077  0.10
H  -0.401  5.235  1.158  0.04
H  -1.904  5.705  0.375  0.05
H  -0.465  5.436  -0.598  0.03
H  -1.104  2.338  2.359  0.01
H  -2.620  1.694  1.751  -0.04
H  -2.563  3.328  2.436  0.06
H  -2.761  3.695  -2.032  0.05
H  -3.918  3.772  -0.706  0.05
H  -3.334  2.197  -1.294  -0.03
C  -5.923  1.157  -1.882  -0.18
Si  -5.722  0.543  -0.125  0.56
C  -5.442  1.798  1.237  -0.20
C  -6.957  -0.787  0.320  -0.17
Sb  -3.024  -0.730  -0.020  1.01
Si  -3.295  -1.664  2.666  0.51
C  -2.973  -0.222  3.819  -0.19
C  -5.019  -2.397  2.811  -0.19
C  -1.945  -2.958  2.625  -0.22
Si  -3.627  -2.320  -2.216  0.45
C  -2.425  -3.762  -2.182  -0.21
C  -3.371  -1.102  -3.636  -0.21
C  -5.366  -2.997  -1.988  -0.20
H  -6.946  1.527  -2.001  0.06
H  -5.783  0.358  -2.610  0.01
H  -5.256  1.978  -2.136  0.02
H  -6.343  2.406  1.359  0.06
H  -4.617  2.471  1.021  -0.01
H  -5.251  1.305  2.190  0.02
H  -7.957  -0.351  0.229  0.07
H  -6.851  -1.135  1.344  0.01
H  -6.921  -1.648  -0.344  0.01
H  -3.689  0.592  3.705  0.02
H  -1.966  0.172  3.674  0.00
H  -3.045  -0.576  4.851  0.06
H  -5.761  -1.650  3.090  0.03
H  -4.991  -3.136  3.617  0.06
H  -5.353  -2.912  1.911  0.03
H  -0.985  -2.471  2.466  -0.02
H  -2.104  -3.695  1.837  0.04
H  -1.897  -3.489  3.580  0.05
H  -1.457  -3.467  -1.789  -0.02
H  -2.288  -4.161  -3.191  0.05
H  -2.812  -4.571  -1.561  0.05
H  -2.662  -0.316  -3.372  0.01
H  -4.305  -0.626  -3.936  0.03
H  -2.988  -1.624  -4.515  0.04
H  -5.537  -3.360  -0.974  0.03
H  -5.468  -3.856  -2.656  0.06
H  -6.151  -2.287  -2.247  0.03
N  2.068  -2.151  -1.631  0.18
C  1.108  -2.920  -1.139  -0.61
O  0.066  -2.465  -0.619  -0.12
C  1.223  -4.416  -1.331  -0.53
I  3.230  -5.192  -1.322  0.91
H  2.062  -1.160  -1.406  0.06
H  2.905  -2.558  -2.018  0.05
H  0.836  -4.677  -2.316  0.06
H  0.631  -4.934  -0.584  0.06

---

Question: total charge of number 2 (C45H68IN3O3P2PdSbSi4)?
Answer: +3

---

Question: Which value of total charge does entry 1 give?
Answer: +1

---

Question: Which formula does entry 1 have?
Answer: C45H67BIN8O

---

Question: Look up the DFT total energy of the first one.
Answer: -70488.986 eV